The following is a DFT calculation (wB97M-V/def2-TZVPD) of 3 unconnected molecules or ions with the total composition C4H7NO2.

## Properties
- DFT total energy (eV) = -9844.81759
- energy relative to the best compared isomer or geometry (same formula, charge and spin) (kcal/mol) = 56.8
- E_LUMO (eV) = 0.7
- M (g mol⁻¹) = 101.10
- HOMO energy (eV) = -10.0753

```
! RIJCOSX wB97M-V def2-TZVPD def2/J DEFGRID3
* xyz 0 1
H 0.413 2.251 -0.806
C -0.003 1.854 0.128
O 0.602 -1.087 -1.244
H -1.090 1.735 0.162
N 0.674 1.514 1.142
H 1.670 1.653 0.962
C -0.554 -0.762 -1.099
C -1.382 -1.118 0.109
C 2.675 -0.567 0.473
H -2.355 -0.617 0.091
H -1.064 -0.178 -1.896
O 2.797 -1.634 0.840
H -1.542 -2.201 0.119
H -0.841 -0.843 1.020
*
```



The following is a DFT calculation (wB97M-V/def2-TZVPD) of 21 unconnected molecules or ions with the total composition C2H45O21.

## Properties
- DFT total energy (eV) = -45803.49567
- energy relative to the best compared isomer or geometry (same formula, charge and spin) (kcal/mol) = 45.6
- E_LUMO (eV) = 2.1
- M (g mol⁻¹) = 405.36
- HOMO energy (eV) = -6.1860

```
! RIJCOSX wB97M-V def2-TZVPD def2/J DEFGRID3
* xyz -1 1
H 0.369 0.106 -4.033
H -1.434 -2.603 1.117
H 2.851 0.111 1.817
O -2.610 2.928 1.086
H 0.388 -2.977 -0.437
O -2.689 0.368 2.635
O -2.106 -3.042 1.598
H 0.419 -0.438 -1.372
H 2.270 1.756 -1.557
H -0.628 -1.004 3.629
H -1.216 -0.478 0.522
H 2.577 -0.017 -2.110
H -0.617 -3.805 2.344
H -3.353 -0.685 -0.233
H 2.736 -2.194 0.526
O 2.229 -2.848 0.097
H -3.410 1.277 -1.804
O 4.408 1.216 0.007
H -1.296 2.273 4.169
O 3.015 -0.824 -1.995
O 0.050 2.982 1.171
H 2.391 -1.506 -1.720
H -2.911 -2.065 0.629
O -0.114 2.789 -3.028
H -0.744 -1.716 -3.737
O 0.323 -0.930 3.620
O -0.983 3.126 3.777
H 0.228 -1.237 0.925
H -0.473 -2.208 -1.368
H -2.092 0.985 -1.011
H -0.752 -2.680 -4.955
H 2.000 2.181 3.359
H 1.399 0.707 -0.296
H -1.683 3.023 0.905
O 3.056 -0.839 1.672
O 0.151 -3.989 2.880
H 0.521 -0.338 2.904
H -0.027 2.581 0.347
H -0.428 2.330 -2.248
H 3.747 1.862 0.323
O 2.281 1.933 -2.498
H 4.354 0.460 0.601
H -0.115 0.425 1.409
H 1.179 1.723 2.094
H -2.673 2.891 2.019
O -2.976 0.719 -1.214
H 1.017 -0.711 -5.121
O -0.504 -2.955 -0.731
H 0.734 -3.194 2.659
H -2.232 -2.653 2.433
H -3.510 0.754 2.305
H -0.616 2.884 2.879
H -0.066 3.898 0.982
O -0.381 1.364 -0.795
H -0.791 3.253 -3.511
H -1.789 -0.037 -4.344
O -3.548 -1.424 0.377
H -2.134 0.325 1.859
O -0.552 -2.619 -4.022
C -0.212 -0.314 0.643
O -1.264 -0.111 -3.543
H 2.928 -1.275 2.531
H -1.813 0.317 -2.894
O 1.664 1.425 2.843
H 1.416 2.299 -2.732
H 2.314 -3.662 0.555
C 0.439 0.258 -0.542
O 1.255 -0.128 -4.405
*
```



The following is a DFT calculation (wB97M-V/def2-TZVPD) of C20H26N2O4 in the gas phase.

## Properties
- DFT total energy (eV) = -32322.78162
- energy relative to the best compared isomer or geometry (same formula, charge and spin) (kcal/mol) = 265.1
- E_LUMO (eV) = -1.1
- M (g mol⁻¹) = 358.44
- HOMO energy (eV) = -5.1254

```
! RIJCOSX wB97M-V def2-TZVPD def2/J DEFGRID3
* xyz 0 1
C 0.182 2.052 -1.215
C 1.571 0.633 0.316
C 2.825 0.573 1.139
C -3.670 -0.512 3.655
C -4.691 -1.906 1.974
N -0.758 -1.762 -1.185
H 4.001 -0.779 2.360
H 2.212 -2.165 -1.058
C -1.167 -2.413 -0.068
C 3.020 -0.751 1.870
C -1.040 -1.583 1.052
H -0.748 -0.955 -3.847
H 3.833 -1.895 0.229
H 1.868 4.870 -0.893
H -3.536 -2.239 0.211
H -5.682 -1.322 3.819
O -0.187 -2.153 -2.199
H -5.546 -2.476 1.600
H 2.555 3.238 0.586
C 1.062 -0.615 -0.319
C 0.067 1.183 -2.487
C 0.357 3.502 -1.657
H -0.091 -1.348 1.523
C -2.307 -1.288 1.750
H 2.283 -0.878 2.668
O 1.048 0.894 -3.150
H 1.495 -0.345 -1.292
H 3.029 -2.874 1.400
C 1.770 -1.948 -0.071
C -4.779 -1.254 3.211
C 2.959 -1.913 0.890
H -0.747 1.889 -0.647
H 1.050 -2.748 0.134
H 2.399 3.905 -2.291
O -0.303 -0.467 -0.572
H -1.441 0.431 -4.767
N 1.370 1.768 -0.386
C -2.472 -0.501 2.931
C 2.369 2.826 -0.421
C -1.452 -0.122 -3.827
H -2.455 -0.505 -3.633
H 0.086 3.640 -2.710
H -1.658 -3.385 -0.093
H 3.339 2.446 -0.790
H -0.329 4.092 -1.044
C -3.516 -1.838 1.229
C 1.805 3.890 -1.370
O -1.191 0.811 -2.754
H 2.891 1.382 1.877
H 3.711 0.717 0.490
H -1.644 0.142 3.244
H -3.747 0.053 4.589
*
```



The following is a DFT calculation (wB97M-V/def2-TZVPD) of 5 unconnected molecules or ions with the total composition C5H24N3O4.

## Properties
- DFT total energy (eV) = -18228.05934
- energy relative to the best compared isomer or geometry (same formula, charge and spin) (kcal/mol) = 27.2
- E_LUMO (eV) = -3.0
- M (g mol⁻¹) = 190.26
- HOMO energy (eV) = -11.1753

```
! RIJCOSX wB97M-V def2-TZVPD def2/J DEFGRID3
* xyz 1 1
H 3.452 0.686 2.964
H -0.989 0.874 0.387
H 1.055 0.303 -3.920
H 2.236 2.857 -1.591
C -0.602 -2.037 2.289
C -1.119 0.029 -0.305
H -2.053 -1.942 -0.135
H -0.320 -1.473 -2.507
H -2.964 -0.462 -3.659
N -1.790 -1.306 1.823
H 0.626 -1.252 -0.130
H 0.786 1.205 -2.628
H 0.502 -0.544 3.332
H -3.034 -0.737 0.391
H -2.997 1.065 -3.348
H 0.488 0.741 4.393
H -0.377 1.743 4.981
N 0.442 0.367 -3.115
N 0.583 -1.272 2.639
C -1.959 -0.997 0.415
C 0.484 -0.825 -2.157
O -2.425 0.307 -3.453
O 0.454 1.689 4.474
H -0.499 0.583 -3.486
H 1.412 -1.340 -2.359
H 1.065 0.401 -0.539
H -0.895 -2.587 3.181
O 3.273 0.323 2.094
H 3.011 1.083 1.569
O 2.278 2.799 -2.568
H 1.053 -0.845 1.875
H -1.853 -0.468 2.396
C 0.315 -0.378 -0.706
H -1.558 0.422 -1.216
H 2.229 3.701 -2.865
H -0.308 -2.714 1.485
*
```



The following is a DFT calculation (wB97M-V/def2-TZVPD) of a molecular structure, C20H46CrO3P4Se.

## Properties
- DFT total energy (eV) = -158523.71697
- energy relative to the best compared isomer or geometry (same formula, charge and spin) (kcal/mol) = 0.0
- E_LUMO (alpha / beta) (eV) = -11.7 / -11.3
- M (g mol⁻¹) = 589.44
- HOMO energy (alpha / beta) (eV) = -16.0316 / -16.0324

```
! RIJCOSX wB97M-V def2-TZVPD def2/J DEFGRID3
* xyz 3 4
H 1.132 3.777 3.302
H 0.563 -4.732 -0.666
H 2.660 -0.443 5.541
C -1.448 1.627 0.385
H 2.757 -1.795 -1.653
P -2.392 -1.147 -1.971
C -0.806 -0.318 3.007
P 0.690 -2.341 -0.510
H -4.315 -0.025 -2.867
H -1.078 2.226 -1.657
O 3.752 1.818 3.857
Cr -0.626 -0.374 -0.776
C -2.221 -1.716 -3.682
C -3.392 -0.297 1.782
H -4.138 -0.849 1.196
H 0.413 2.202 -0.526
H 1.020 3.628 1.531
H 0.965 -0.018 -1.260
H -4.206 -2.693 -1.915
P -1.665 -0.872 1.467
H -2.582 -2.520 2.959
C 1.051 4.357 -4.126
H -3.527 0.770 1.585
H -1.752 -2.708 -3.717
H -2.530 1.718 0.245
O 1.599 1.916 2.481
H -2.799 -3.382 -1.058
H -3.575 -0.475 2.851
H -0.666 0.764 3.035
C -3.388 -2.468 -1.215
H 2.626 3.767 2.298
H -3.818 -2.143 -0.258
H 0.959 -3.137 1.833
H 0.784 5.352 -3.753
H 3.711 1.907 5.909
C -0.194 -3.938 -0.682
H -4.139 0.307 -1.111
C 1.612 3.350 2.410
H 1.823 -2.925 -2.641
H 2.673 -3.519 -1.191
H 3.254 3.421 5.077
C -3.602 0.215 -2.066
C 0.953 1.941 -3.834
C 0.677 3.229 -3.374
H -3.099 1.162 -2.299
C -1.967 -2.596 2.047
C 2.108 -2.674 -1.613
H 0.176 3.391 -2.423
H -1.380 -0.614 3.899
Se 0.394 0.193 -2.915
C 3.081 -0.887 4.627
H 1.747 -1.558 1.599
H -1.049 1.800 1.392
H -0.905 -4.135 0.126
H 2.537 2.796 -6.771
O 2.434 -0.334 3.472
H 2.087 2.039 5.159
H 4.170 -0.717 4.614
H 2.502 -3.023 0.954
C 1.627 1.792 -5.066
H 0.203 -0.744 3.078
H -0.719 -3.988 -1.643
H -3.230 -1.768 -4.116
H 2.080 5.082 -5.876
H 1.849 0.791 -5.441
H -1.605 -1.016 -4.264
P 3.008 1.024 2.657
H -2.521 -3.195 1.315
C -0.621 1.877 -0.719
C 2.026 2.912 -5.809
C 1.758 4.200 -5.322
C 3.147 2.326 5.066
H -1.034 -3.108 2.303
H 2.848 -1.958 4.602
C 1.536 -2.526 1.124
*
```



The following is a DFT calculation (wB97M-V/def2-TZVPD) of a molecular structure, C13H27Cl2N2OP2Tl.

## Properties
- DFT total energy (eV) = -67246.65030
- energy relative to the best compared isomer or geometry (same formula, charge and spin) (kcal/mol) = 22.3
- E_LUMO (alpha / beta) (eV) = -10.0 / -9.6
- M (g mol⁻¹) = 564.61
- HOMO energy (alpha / beta) (eV) = -13.7940 / -13.7974

```
! RIJCOSX wB97M-V def2-TZVPD def2/J DEFGRID3
* xyz 2 1
N 1.074 -1.533 3.755
H 1.293 -1.934 4.663
C 4.460 -0.365 3.078
H -2.621 -0.932 3.120
O 0.046 1.947 -0.605
C 1.331 -0.369 -3.556
C 2.966 0.056 1.229
H -1.645 3.314 1.655
H -3.544 0.619 3.307
H 1.790 -0.942 -4.375
H 3.051 -2.411 -0.849
C 0.096 3.480 -2.479
H 3.360 -2.399 -2.618
Tl -0.170 -2.248 0.437
H 0.809 -3.828 -2.184
Cl -1.271 -3.220 2.620
C -2.981 -0.024 2.623
H -2.991 2.732 2.693
H -3.643 -0.340 1.807
C 3.418 -1.032 3.702
H 1.946 0.513 -3.329
H 3.528 -0.893 -1.652
H -0.409 -2.903 -3.107
Cl -1.816 1.573 -2.338
H 0.374 3.096 -3.469
C 2.957 -1.823 -1.773
H 2.752 0.518 0.257
H 0.207 1.948 3.086
H -0.127 0.348 3.784
C -2.410 2.539 1.782
P 1.187 -1.414 -2.059
C -0.442 2.368 -1.642
H 5.001 0.776 1.294
H -0.618 4.307 -2.589
H 0.297 -2.027 3.278
H 1.237 -3.118 -3.780
N 1.971 -0.662 1.787
C -0.594 1.258 3.381
P -1.590 0.896 1.872
H -3.071 2.552 0.909
H 5.443 -0.306 3.556
C 4.225 0.212 1.821
C 0.659 -2.975 -2.859
C 2.159 -1.101 3.048
H -1.216 1.740 4.145
H 0.328 -0.036 -3.859
H 0.980 3.840 -1.968
H 3.476 -1.480 4.694
*
```



What is the formula in the sixth record? C13H27Cl2N2OP2Tl